Entry 1:
# C25H73O12S11

A cluster of 12 separate species, C25H73O12S11 in total at a distorted geometry (wB97M-V/def2-TZVPD, the Open Molecules 2025 dataset).

- Kohn-Sham gap (eV) = 6.561
- HOMO energy (eV) = -4.648
- 2S+1 = 1
- charge = -1

Atoms and positions in Å:
C (0.79, 1.49, -0.42)
C (-0.10, 0.37, 0.05)
C (0.74, -0.85, 0.31)
O (-0.76, 0.76, 1.24)
H (0.33, 2.54, -0.62)
H (1.46, 1.11, -1.20)
H (1.54, 1.74, 0.31)
H (-0.93, 0.08, -0.62)
H (1.15, -1.22, -0.70)
H (0.10, -1.62, 0.70)
H (1.57, -0.59, 0.98)
C (-3.01, 1.70, -4.05)
S (-1.99, 2.09, -2.65)
O (-2.03, 3.60, -2.67)
C (-3.04, 1.39, -1.39)
H (-2.52, 2.07, -4.97)
H (-4.01, 2.08, -3.87)
H (-3.02, 0.61, -4.10)
H (-3.23, 0.35, -1.68)
H (-4.00, 1.84, -1.32)
H (-2.52, 1.54, -0.41)
C (-1.24, -3.05, 4.75)
S (0.39, -2.43, 4.99)
O (1.18, -3.75, 5.16)
C (0.68, -1.87, 3.41)
H (-1.95, -2.31, 5.12)
H (-1.33, -3.92, 5.34)
H (-1.35, -3.33, 3.75)
H (-0.06, -1.10, 3.16)
H (0.61, -2.72, 2.68)
H (1.72, -1.47, 3.45)
C (3.99, -1.51, 1.59)
S (5.50, -2.37, 1.19)
O (5.60, -3.61, 2.11)
C (4.83, -3.12, -0.27)
H (3.03, -2.14, 1.68)
H (3.73, -0.81, 0.80)
H (4.05, -0.91, 2.51)
H (4.15, -3.92, 0.06)
H (5.68, -3.54, -0.85)
H (4.27, -2.30, -0.81)
C (1.61, 3.13, 2.91)
S (1.80, 1.41, 2.97)
O (3.30, 1.19, 2.65)
C (1.90, 1.20, 4.72)
H (0.52, 3.34, 3.27)
H (1.64, 3.31, 1.83)
H (2.39, 3.79, 3.41)
H (2.64, 1.96, 4.96)
H (2.24, 0.23, 5.05)
H (0.99, 1.59, 5.17)
C (3.78, -2.63, -3.56)
S (2.43, -3.73, -3.86)
O (3.06, -4.95, -4.59)
C (2.16, -4.17, -2.15)
H (3.41, -1.77, -2.91)
H (4.09, -2.06, -4.49)
H (4.56, -3.14, -2.97)
H (1.57, -5.08, -2.05)
H (1.63, -3.37, -1.70)
H (3.18, -4.42, -1.74)
C (-1.74, 2.89, 5.48)
S (-1.61, 1.45, 4.41)
O (-1.51, 0.22, 5.31)
C (-3.14, 1.55, 3.70)
H (-0.93, 3.04, 6.15)
H (-2.45, 2.61, 6.17)
H (-2.00, 3.76, 5.02)
H (-3.89, 1.30, 4.37)
H (-3.09, 0.95, 2.87)
H (-3.45, 2.51, 3.37)
C (-1.53, -2.26, -1.95)
S (-1.70, -3.96, -2.35)
O (-0.66, -4.24, -3.43)
C (-1.08, -4.40, -0.72)
H (-2.26, -1.90, -1.11)
H (-1.90, -1.70, -2.88)
H (-0.48, -2.10, -1.80)
H (-1.64, -3.97, 0.07)
H (-0.09, -4.04, -0.60)
H (-0.96, -5.44, -0.57)
C (-0.67, 4.89, 0.38)
S (-1.71, 3.70, 1.18)
O (-1.67, 4.26, 2.60)
C (-3.28, 4.41, 0.60)
H (0.31, 4.66, 0.75)
H (-0.82, 5.90, 0.78)
H (-0.80, 4.83, -0.74)
H (-3.33, 5.48, 0.80)
H (-4.10, 3.88, 1.13)
H (-3.51, 4.23, -0.44)
C (-0.61, -1.10, -5.50)
S (0.72, 0.01, -5.08)
O (0.15, 1.44, -5.06)
C (1.00, -0.39, -3.40)
H (-1.47, -0.83, -4.92)
H (-0.19, -2.11, -5.33)
H (-0.85, -1.03, -6.53)
H (0.17, 0.07, -2.83)
H (1.85, 0.18, -3.06)
H (1.14, -1.45, -3.27)
C (2.57, 3.38, -3.32)
S (1.01, 4.12, -3.60)
O (0.85, 5.28, -2.64)
C (1.30, 4.91, -5.16)
H (2.42, 2.91, -2.36)
H (3.40, 4.09, -3.32)
H (2.77, 2.55, -4.10)
H (0.63, 5.72, -5.36)
H (1.18, 4.17, -5.94)
H (2.31, 5.31, -5.36)
C (-2.86, -1.49, 1.64)
S (-4.33, -2.40, 1.35)
O (-4.35, -2.82, -0.08)
C (-3.73, -3.76, 2.32)
H (-2.65, -1.41, 2.75)
H (-2.84, -0.53, 1.16)
H (-2.02, -2.04, 1.20)
H (-3.66, -3.54, 3.37)
H (-2.73, -3.90, 1.92)
H (-4.43, -4.59, 2.30)

---

Entry 2:
# CH2BrPSi

A structure of composition CH2BrPSi at a distorted geometry (wB97M-V/def2-TZVPD, the Open Molecules 2025 dataset).

- Kohn-Sham gap (eV) = 6.377
- HOMO energy (eV) = -8.739
- 2S+1 = 1
- charge = 0

Atoms and positions in Å:
C (2.11, 0.91, -0.02)
Si (-1.19, -0.14, 0.00)
P (0.42, 1.22, 0.02)
Br (2.56, -0.96, -0.10)
H (-1.46, -1.56, 0.22)
H (-2.44, 0.53, -0.12)

---

Entry 3:
# C36H40GeN5O3Ti

A structure of composition C36H40GeN5O3Ti at a distorted geometry (wB97M-V/def2-TZVPD, the Open Molecules 2025 dataset).

- Kohn-Sham gap (spin up / spin down) (eV) = 6.567 / 6.343
- HOMO energy (spin up / spin down) (eV) = -12.970 / -13.024
- 2S+1 = 2
- <S²> = 0.77
- charge = +2

Atoms and positions in Å:
Ti (0.22, 0.14, -1.13)
C (2.32, 2.59, -1.11)
O (0.95, 2.15, -1.29)
C (-0.03, 3.19, -1.39)
C (0.24, 4.51, -1.46)
C (-0.83, 5.40, -1.54)
C (-2.16, 5.01, -1.57)
C (-2.41, 3.65, -1.48)
C (-1.35, 2.73, -1.40)
N (-1.58, 1.32, -1.25)
N (-2.81, 0.98, -1.15)
C (-3.17, -0.33, -0.99)
C (-2.30, -1.41, -0.82)
O (-1.01, -1.21, -0.80)
C (-2.73, -2.71, -0.59)
C (-4.09, -2.90, -0.52)
C (-5.04, -1.83, -0.64)
C (-6.41, -2.08, -0.36)
C (-7.26, -1.02, -0.16)
C (-6.74, 0.29, -0.27)
C (-5.45, 0.57, -0.63)
C (-4.58, -0.54, -0.82)
H (2.43, 3.54, -0.66)
H (2.75, 1.87, -0.42)
H (2.82, 2.53, -2.08)
H (1.22, 4.94, -1.41)
H (-0.55, 6.44, -1.59)
H (-2.94, 5.74, -1.63)
H (-3.47, 3.32, -1.49)
H (-2.05, -3.51, -0.40)
H (-4.49, -3.89, -0.41)
H (-6.67, -3.13, -0.19)
H (-8.32, -1.10, 0.08)
H (-7.45, 1.10, -0.13)
H (-5.17, 1.59, -0.74)
C (0.36, 1.35, -4.03)
N (0.29, 0.03, -3.32)
C (-0.99, -0.62, -3.71)
C (1.37, -0.86, -3.81)
C (2.65, -0.60, -3.05)
N (2.43, -0.60, -1.55)
C (3.67, -0.13, -0.90)
C (2.21, -1.93, -1.00)
H (0.09, 1.22, -5.09)
H (1.44, 1.70, -4.04)
H (-0.22, 2.15, -3.56)
H (-1.17, -0.47, -4.77)
H (-1.84, -0.21, -3.16)
H (-0.95, -1.70, -3.49)
H (1.56, -0.69, -4.90)
H (1.07, -1.91, -3.77)
H (3.10, 0.36, -3.34)
H (3.39, -1.35, -3.32)
H (4.44, -0.91, -1.00)
H (3.49, 0.11, 0.15)
H (4.05, 0.77, -1.36)
H (3.15, -2.52, -1.03)
H (1.40, -2.52, -1.44)
H (1.95, -1.77, 0.07)
O (0.51, 2.72, 1.62)
C (0.93, 1.63, 1.68)
N (1.48, 0.57, 1.68)
Ge (2.74, -0.22, 3.00)
C (2.58, -2.10, 2.31)
C (3.73, -2.81, 1.94)
C (3.71, -4.18, 1.63)
C (2.52, -4.89, 1.65)
C (1.35, -4.20, 1.98)
C (1.36, -2.84, 2.32)
C (2.09, 0.29, 4.73)
C (2.15, 1.63, 5.16)
C (1.36, 2.09, 6.21)
C (0.58, 1.19, 6.91)
C (0.56, -0.15, 6.58)
C (1.35, -0.59, 5.52)
H (4.05, 0.37, 2.41)
H (4.69, -2.28, 1.93)
H (4.60, -4.72, 1.39)
H (2.52, -5.96, 1.36)
H (0.40, -4.70, 1.94)
H (0.42, -2.34, 2.56)
H (2.82, 2.35, 4.67)
H (1.29, 3.12, 6.43)
H (0.00, 1.65, 7.72)
H (0.00, -0.80, 7.23)
H (1.36, -1.65, 5.36)

---

Entry 4:
# CH5FN4

A cluster of 2 separate species, CH5FN4 in total at a distorted geometry (wB97M-V/def2-TZVPD, the Open Molecules 2025 dataset).

- SMILES = N=C=N.NNF
- Kohn-Sham gap (eV) = 10.695
- HOMO energy (eV) = -9.683
- 2S+1 = 1
- charge = 0

Atoms and positions in Å:
C (-2.08, 0.36, -0.02)
N (-1.06, 0.09, 0.65)
N (-2.99, 0.81, -0.69)
N (2.07, 0.43, 0.35)
N (1.68, -0.82, 0.42)
F (0.80, -1.26, -0.78)
H (-0.70, -0.92, 0.54)
H (-3.94, 0.90, -0.70)
H (2.36, -1.45, 0.13)
H (1.24, 1.14, 0.57)
H (2.62, 0.71, -0.47)

---

Entry 5:
# C2H4N2S2

An isolated molecule of C2H4N2S2 at a distorted geometry (wB97M-V/def2-TZVPD, the Open Molecules 2025 dataset).

- SMILES = C=NSC(N)=S
- Kohn-Sham gap (eV) = 8.040
- HOMO energy (eV) = -8.323
- 2S+1 = 1
- charge = 0

Atoms and positions in Å:
C (-1.52, -0.10, 0.03)
C (2.18, -0.57, 0.13)
H (-0.40, 1.45, -0.44)
H (-2.22, 1.77, -0.11)
H (2.33, -1.77, 0.58)
H (3.13, -0.09, 0.09)
N (-1.33, 1.18, -0.03)
N (1.02, 0.14, -0.06)
S (-3.02, -0.86, 0.04)
S (-0.18, -1.14, -0.23)

---

Entry 6:
# C3H10N2O

A cluster of 2 separate species, C3H10N2O in total at a distorted geometry (wB97M-V/def2-TZVPD, the Open Molecules 2025 dataset).

- SMILES = CCCN.N=O
- Kohn-Sham gap (eV) = 8.485
- HOMO energy (eV) = -8.470
- 2S+1 = 1
- charge = 0

Atoms and positions in Å:
C (-1.29, -1.62, -0.43)
C (-0.88, -0.13, -0.54)
C (0.07, 0.32, 0.48)
N (2.29, 0.46, -0.72)
N (-0.11, 1.63, 1.01)
O (3.13, -0.24, -0.16)
H (-1.52, -2.02, -1.51)
H (-2.12, -1.68, 0.31)
H (-0.36, -2.21, -0.19)
H (-1.83, 0.53, -0.51)
H (-0.45, -0.07, -1.53)
H (0.16, -0.51, 1.19)
H (2.52, 1.44, -0.40)
H (-0.95, 2.09, 0.80)
H (0.19, 1.74, 2.08)
H (1.14, 0.27, 0.12)

---

Entry 7:
# C7H11N2P

A cluster of 2 separate species, C7H11N2P in total at a distorted geometry (wB97M-V/def2-TZVPD, the Open Molecules 2025 dataset).

- Kohn-Sham gap (eV) = 8.205
- HOMO energy (eV) = -8.329
- 2S+1 = 1
- charge = 0

Atoms and positions in Å:
C (1.85, -1.55, -0.14)
C (1.76, 1.95, -0.05)
C (1.09, -0.74, 0.69)
C (-1.19, 0.92, 1.07)
C (-0.73, -0.05, -1.78)
C (-1.63, -1.74, 0.18)
C (2.24, 1.05, 0.97)
N (2.48, -2.31, -0.73)
N (1.37, 2.67, -0.86)
P (-0.45, -0.29, 0.02)
H (-1.06, 1.90, 0.57)
H (-2.29, 0.76, 1.18)
H (-0.59, 1.03, 1.96)
H (-0.46, -0.94, -2.42)
H (-1.70, 0.28, -2.06)
H (0.12, 0.70, -1.90)
H (-1.89, -1.60, 1.22)
H (-2.43, -1.34, -0.46)
H (-1.46, -2.80, -0.06)
H (3.15, 0.64, 0.72)
H (1.84, 1.44, 1.87)

---

Entry 8:
# C6H11N

An isolated molecule of C6H11N at a distorted geometry (wB97M-V/def2-TZVPD, the Open Molecules 2025 dataset).

- SMILES = C=C/C(=C\N)CC
- Kohn-Sham gap (eV) = 8.692
- HOMO energy (eV) = -7.576
- 2S+1 = 1
- charge = 0

Atoms and positions in Å:
C (-1.62, 1.23, -1.06)
C (-0.75, -0.02, -1.26)
N (2.61, -0.09, 0.44)
C (1.64, 0.20, -0.53)
C (0.33, 0.03, -0.19)
C (0.01, -0.28, 1.19)
C (-0.76, -1.24, 1.71)
H (-1.95, 1.31, -0.01)
H (-1.14, 2.11, -1.48)
H (-2.52, 1.06, -1.70)
H (-1.30, -0.86, -0.80)
H (-0.38, -0.15, -2.26)
H (3.59, -0.32, 0.34)
H (2.28, -0.83, 1.05)
H (2.10, 0.63, -1.40)
H (0.59, 0.28, 1.96)
H (-1.31, -1.07, 2.67)
H (-1.42, -2.00, 1.31)

---

no.,DFT total energy (Ha)
1,-6278.8236
2,-3243.9671
3,-4821.2339
4,-359.8607
5,-984.4129
6,-304.8796
7,-724.0430
8,-289.8822